The following is a DFT calculation (ωB97M-V/def2-TZVPD) of a molecular structure, C33H54AsBCoN8O4.

Last column: Mulliken spin population.
CARTESIAN COORDINATES (ANGSTROEM)
Co (0.1067, 0.3868, 0.1001)  1.85
C (0.3774, -4.5267, -1.8405)  0.00
C (0.4059, -3.0537, -2.0942)  0.00
C (0.2965, -2.3690, -3.2829)  0.01
C (0.4089, -1.0030, -2.9375)  0.02
N (0.5526, -0.8797, -1.6302)  0.01
N (0.5622, -2.1396, -1.1047)  0.00
B (1.2644, -2.3271, 0.2708)  -0.06
N (2.4308, -1.3073, 0.3971)  0.01
N (2.2203, 0.0501, 0.4328)  0.07
C (3.4213, 0.6144, 0.4233)  -0.01
C (4.4264, -0.3786, 0.3730)  0.00
C (3.7543, -1.5778, 0.3544)  0.00
C (4.3122, -2.9658, 0.2947)  0.00
C (3.6631, 2.1100, 0.4912)  0.00
C (2.3584, 2.8974, 0.4595)  -0.03
C (4.3961, 2.4249, 1.8041)  0.00
C (4.5403, 2.5364, -0.6932)  0.00
N (0.3348, -2.1667, 1.5051)  -0.01
N (-0.0923, -0.9243, 1.8825)  0.03
C (-0.5958, -1.0653, 3.1104)  0.02
C (-0.5174, -2.4154, 3.5158)  0.00
C (0.0825, -3.0778, 2.4676)  0.00
C (0.4546, -4.5226, 2.3557)  0.00
C (-1.0318, 0.0899, 3.9853)  -0.01
C (-2.5042, -0.0689, 4.3802)  0.00
C (-0.8198, 1.4255, 3.2760)  -0.03
C (-0.1881, 0.0653, 5.2665)  0.00
C (0.5806, 0.1823, -3.8676)  -0.04
C (-0.6531, 0.4158, -4.7436)  0.01
C (0.9034, 1.4441, -3.0649)  0.07
C (1.7796, -0.1316, -4.7785)  0.00
H (0.2110, -5.0580, -2.7786)  0.00
H (-0.4271, -4.7978, -1.1493)  0.00
H (1.3155, -4.8798, -1.4043)  0.00
H (0.1623, -2.7981, -4.2672)  0.00
H (1.7242, -3.4390, 0.3129)  0.00
H (5.4988, -0.2417, 0.3605)  0.00
H (5.4009, -2.9170, 0.3023)  0.00
H (3.9993, -3.4875, -0.6131)  0.00
H (3.9897, -3.5678, 1.1470)  0.00
H (1.6998, 2.5804, 1.2710)  0.01
H (1.8205, 2.7502, -0.4821)  0.02
H (2.5746, 3.9663, 0.5770)  0.00
H (3.7902, 2.1248, 2.6655)  0.00
H (4.5985, 3.4996, 1.8793)  0.00
H (5.3495, 1.8918, 1.8618)  0.00
H (4.0481, 2.3101, -1.6433)  0.00
H (5.5048, 2.0203, -0.6805)  0.00
H (4.7312, 3.6150, -0.6522)  0.00
H (-0.8190, -2.8466, 4.4608)  0.00
H (0.0751, -5.0617, 3.2232)  0.00
H (1.5374, -4.6557, 2.3150)  0.00
H (0.0395, -4.9799, 1.4549)  0.00
H (-3.1391, -0.1236, 3.5055)  0.00
H (-2.8340, 0.7789, 4.9891)  0.00
H (-2.6557, -0.9853, 4.9588)  0.00
H (-1.2621, 1.4224, 2.2788)  0.04
H (0.2485, 1.6391, 3.1603)  0.00
H (-1.2745, 2.2347, 3.8586)  0.00
H (-0.3822, -0.8335, 5.8575)  0.00
H (-0.4239, 0.9366, 5.8871)  0.00
H (0.8777, 0.0906, 5.0268)  0.00
H (-1.5332, 0.6732, -4.1553)  -0.01
H (-0.8955, -0.4834, -5.3203)  0.00
H (-0.4502, 1.2284, -5.4506)  0.00
H (0.0903, 1.7030, -2.3770)  0.00
H (1.0504, 2.2872, -3.7476)  -0.01
H (1.8121, 1.3036, -2.4722)  -0.01
H (1.5658, -0.9769, -5.4379)  0.00
H (2.6658, -0.3766, -4.1870)  0.00
H (2.0080, 0.7377, -5.4035)  0.00
C (-0.6605, 4.1248, 0.7741)  0.01
C (-1.2574, 3.2880, -0.3044)  -0.06
N (-1.4151, 1.9870, -0.2641)  0.13
C (-2.1378, 1.6392, -1.4528)  0.05
C (-2.3905, 2.8312, -2.1786)  0.28
N (-1.7868, 3.8306, -1.4137)  0.07
C (-3.1350, 3.2701, -3.3134)  0.07
O (-3.8332, 2.3209, -3.9672)  0.02
O (-3.1664, 4.4406, -3.6673)  0.11
C (-2.4965, 0.3140, -1.7726)  0.17
O (-2.9963, -0.2226, -2.7409)  0.20
O (-2.1917, -0.5757, -0.5939)  -0.02
H (0.0756, 4.8246, 0.3736)  -0.01
H (-0.1775, 3.4918, 1.5109)  0.00
H (-1.4454, 4.7030, 1.2683)  0.00
H (-1.8347, 4.8036, -1.6670)  0.00
H (-4.2161, 2.7817, -4.7243)  0.00
C (-5.0769, -1.4318, -0.8326)  0.00
As (-3.6431, -0.8649, 0.2848)  0.02
C (-4.2206, 0.7431, 1.1299)  -0.01
C (-3.1969, -2.2626, 1.4908)  0.01
H (-5.9283, -1.6294, -0.1816)  0.00
H (-4.7787, -2.3236, -1.3714)  0.00
H (-5.3002, -0.6462, -1.5454)  0.00
H (-4.7436, 0.4967, 2.0519)  0.00
H (-4.8878, 1.2491, 0.4369)  0.00
H (-3.3549, 1.3669, 1.3243)  0.01
H (-3.9210, -2.3056, 2.3002)  0.00
H (-2.1968, -2.0824, 1.8828)  0.00
H (-3.2094, -3.1881, 0.9223)  0.00

Atomic forces in eV per Å
Co 0.2303 0.4211 0.1589
C -0.0083 0.0016 -0.0009
C 0.0191 0.0511 0.0976
C -0.0896 0.0401 -0.0997
C 0.1039 0.1495 -0.1519
N -0.2381 -0.3536 0.2985
N 0.2170 0.0288 0.0890
B 0.1057 -0.0001 -0.1302
N -0.1218 0.1277 -0.0703
N 0.2222 -0.3617 0.0143
C 0.0503 -0.0404 -0.0006
C 0.0316 0.1728 0.0224
C -0.1240 -0.0426 0.0044
C -0.0190 0.0418 -0.0140
C -0.0215 -0.1192 0.0079
C -0.0089 0.0152 -0.0058
C 0.0336 0.0058 0.0573
C 0.0434 0.0269 -0.0379
N -0.2056 0.1691 -0.1142
N -0.0929 -0.5274 0.0750
C 0.3932 0.0536 0.1382
C -0.0183 0.1237 0.1700
C 0.1740 0.0423 -0.0790
C -0.0231 0.0218 -0.0080
C -0.0045 0.0249 -0.0522
C 0.1005 -0.0591 0.2403
C 0.0050 0.0640 0.0219
C 0.0735 0.0748 0.0875
C -0.0030 -0.0344 0.0316
C -0.0328 -0.0106 -0.0696
C -0.0495 0.0867 0.0978
C 0.0403 0.0412 -0.0282
H 0.0095 0.0370 0.0615
H 0.0635 0.0321 -0.0513
H -0.0554 0.0329 -0.0338
H 0.0221 0.0778 0.1512
H -0.0940 0.1152 0.0046
H -0.1330 -0.0046 -0.0012
H -0.0269 0.0071 -0.0005
H 0.0058 0.0518 0.0492
H 0.0110 0.0452 -0.0350
H 0.0824 0.0132 -0.0376
H 0.0311 0.0012 0.0611
H -0.0331 -0.1112 -0.0142
H 0.0524 0.0329 -0.0813
H -0.0173 -0.1047 -0.0095
H -0.0830 0.0444 -0.0067
H 0.0255 0.0128 0.0658
H -0.0934 0.0437 0.0007
H -0.0158 -0.1049 -0.0026
H 0.0111 0.0655 -0.1213
H 0.0007 0.0098 -0.0117
H -0.0566 0.0334 0.0091
H 0.0217 0.0440 0.0406
H -0.1772 0.0350 -0.2424
H 0.0390 -0.0774 -0.0287
H 0.0061 0.0625 -0.0418
H -0.0147 0.0214 -0.0250
H -0.1017 -0.0568 -0.0317
H 0.0764 -0.0599 -0.0221
H 0.0196 0.0473 -0.0560
H 0.0117 -0.0692 -0.0382
H -0.0613 0.0124 0.0116
H 0.0983 -0.0074 -0.0907
H 0.0185 0.0742 0.0477
H -0.0169 -0.0696 0.0456
H 0.2010 -0.0564 -0.1810
H 0.0010 -0.0536 0.0386
H -0.0296 0.0094 -0.0386
H 0.0073 0.0343 0.0520
H -0.0339 0.0256 -0.0195
H -0.0171 -0.0606 0.0216
C 0.0118 0.0311 -0.0405
C 0.0158 0.1410 0.0130
N -0.1492 -0.5859 -0.5544
C -0.1857 -0.0590 0.1642
C -0.0020 0.0427 0.0623
N 0.0008 -0.0171 0.0397
C 0.1790 -0.2479 0.2803
O -0.0263 -0.2289 -0.0713
O 0.0216 0.4071 -0.1008
C 0.3201 0.2801 0.4758
O -0.2014 0.0192 0.1465
O -0.4607 -0.0748 -0.2160
H -0.0379 -0.0540 0.0080
H -0.0355 0.0021 -0.0048
H 0.0228 -0.0059 -0.0156
H -0.0073 0.0190 -0.0082
H -0.0970 0.0128 -0.0936
C 0.0479 -0.0006 -0.0028
As 0.3528 -0.1068 -0.0549
C -0.0775 0.0223 0.0315
C 0.0133 0.0124 -0.1162
H -0.0566 -0.0364 -0.0378
H 0.0131 -0.1113 -0.0474
H -0.0193 0.0912 -0.0788
H -0.0417 0.0465 -0.0004
H -0.0321 0.0806 -0.0033
H 0.1195 0.0388 0.0525
H -0.0395 -0.0129 0.0482
H -0.1833 -0.0222 -0.0409
H -0.0033 -0.1046 -0.0227

⟨S²⟩: 3.78
Lowest unoccupied orbital energy (spin up / spin down): 0.16 / 0.16 eV
HOMO energy (spin up / spin down): -5.350 / -5.764 eV
2S+1: 4


The following is a DFT calculation (ωB97M-V/def2-TZVPD) of a molecular structure, C33H54ClF5GaO16.

Last column: Löwdin charge in e.
CARTESIAN COORDINATES (ANGSTROEM)
C (3.1406, -0.5191, 2.1670)  -0.08
C (3.5240, 0.9731, 2.0832)  -0.25
C (4.8575, 1.1965, 1.3628)  -0.22
C (4.9415, 0.6468, -0.0720)  -0.20
C (3.6658, 0.7854, -0.9187)  -0.20
C (2.9445, -0.5118, -1.3021)  -0.21
C (1.4325, -0.3822, -1.1568)  -0.21
C (0.6235, -1.6784, -1.3098)  -0.19
C (-0.4574, -1.8444, -0.2329)  -0.21
C (-1.7037, -2.6337, -0.6565)  -0.20
C (-2.9445, -2.3674, 0.1968)  -0.21
C (-2.7301, -2.3902, 1.7163)  -0.21
C (-2.2197, -1.0910, 2.3572)  -0.22
C (-3.0766, 0.1522, 2.0385)  -0.29
C (-2.6273, 0.9743, 0.8234)  -0.31
Ga (-3.6969, 2.6494, 0.6061)  0.08
Cl (-2.6654, 4.1693, 1.9813)  0.00
O (-3.5730, 3.4048, -1.0817)  -0.32
C (-3.6075, 2.5379, -2.1731)  -0.38
C (-2.2667, 1.8517, -2.4720)  -0.25
C (-2.4224, 0.5153, -3.1991)  -0.11
H (3.0908, -0.8506, 3.2075)  0.05
H (2.1558, -0.7327, 1.7381)  0.06
H (3.8738, -1.1416, 1.6440)  0.07
H (3.6185, 1.3755, 3.0988)  0.09
H (2.7263, 1.5538, 1.6087)  0.10
H (5.6394, 0.7118, 1.9655)  0.11
H (5.0993, 2.2674, 1.3552)  0.10
H (5.2460, -0.4086, -0.0479)  0.10
H (5.7596, 1.1733, -0.5760)  0.09
H (3.9472, 1.2939, -1.8496)  0.09
H (2.9455, 1.4448, -0.4201)  0.10
H (3.1852, -0.7834, -2.3383)  0.11
H (3.3114, -1.3419, -0.6773)  0.10
H (1.2223, 0.0541, -0.1675)  0.10
H (1.0712, 0.3490, -1.8870)  0.12
H (0.1423, -1.7146, -2.2956)  0.10
H (1.3217, -2.5282, -1.2772)  0.11
H (-0.0005, -2.3327, 0.6383)  0.12
H (-0.7877, -0.8491, 0.0925)  0.08
H (-1.9293, -2.3770, -1.7011)  0.10
H (-1.4870, -3.7124, -0.6430)  0.08
H (-3.3757, -1.4084, -0.1061)  0.09
H (-3.7011, -3.1292, -0.0404)  0.10
H (-3.6842, -2.6526, 2.1919)  0.10
H (-2.0314, -3.2081, 1.9607)  0.10
H (-1.1865, -0.8931, 2.0415)  0.08
H (-2.1657, -1.2566, 3.4431)  0.10
H (-3.0675, 0.8119, 2.9187)  0.09
H (-4.1268, -0.1516, 1.9099)  0.10
H (-2.6758, 0.3744, -0.0934)  0.02
H (-1.5719, 1.2645, 0.9511)  0.06
H (-5.2211, 2.5484, 1.0778)  -0.05
H (-3.9069, 3.1045, -3.0710)  0.11
H (-4.3770, 1.7438, -2.0566)  0.10
H (-1.6562, 2.5323, -3.0801)  0.10
H (-1.7456, 1.7188, -1.5214)  0.08
H (-2.4941, -0.3246, -2.4974)  0.05
H (-3.3484, 0.5067, -3.7904)  0.06
H (-1.5931, 0.3071, -3.8814)  0.06
C (3.4382, 0.5170, 8.0684)  -0.06
C (3.9080, 1.2833, 6.8437)  -0.32
O (3.4792, 0.4609, 5.7874)  0.12
C (2.4312, -0.3044, 6.2153)  -0.54
O (1.7257, -0.9352, 5.5124)  0.20
O (2.3206, -0.2041, 7.5632)  0.07
F (5.2556, 1.4105, 6.7981)  0.07
H (4.2178, -0.1821, 8.3777)  0.14
H (3.1289, 1.1406, 8.9012)  0.14
H (3.4675, 2.2751, 6.7243)  0.17
C (6.2896, 3.6368, -4.2094)  -0.05
C (7.4655, 3.0655, -3.4362)  -0.32
O (6.9873, 1.8015, -3.0437)  0.12
C (6.0015, 1.4128, -3.9041)  -0.55
O (5.5402, 0.3274, -3.9611)  0.19
O (5.6482, 2.4587, -4.6891)  0.07
F (7.7720, 3.7926, -2.3373)  0.08
H (5.6243, 4.1645, -3.5237)  0.15
H (6.5637, 4.2725, -5.0453)  0.14
H (8.3786, 2.9340, -4.0210)  0.17
C (-0.1503, 6.8923, 2.8092)  -0.05
C (-1.2197, 7.1614, 3.8524)  -0.33
O (-0.6824, 8.2746, 4.5582)  0.12
C (0.1902, 8.9233, 3.7508)  -0.57
O (0.6599, 9.9906, 3.9831)  0.16
O (0.4377, 8.1912, 2.6487)  0.07
F (-1.3863, 6.1373, 4.7076)  0.07
H (0.5954, 6.2046, 3.2096)  0.14
H (-0.5394, 6.5215, 1.8661)  0.12
H (-2.1903, 7.4386, 3.4403)  0.17
C (-5.7802, -4.1232, -5.8326)  -0.06
C (-7.0268, -4.0053, -4.9745)  -0.33
O (-6.6347, -3.0841, -3.9910)  0.13
C (-5.6219, -2.3089, -4.4857)  -0.53
O (-5.2195, -1.3203, -3.9883)  0.20
O (-5.1683, -2.8528, -5.6457)  0.07
F (-7.3715, -5.1768, -4.3877)  0.07
H (-5.1347, -4.9090, -5.4335)  0.14
H (-5.9738, -4.2852, -6.8886)  0.14
H (-7.9060, -3.6192, -5.4958)  0.17
C (-2.3147, -6.4243, -1.0456)  -0.05
C (-2.4728, -7.9055, -0.7535)  -0.32
O (-2.5483, -8.4697, -2.0439)  0.13
C (-1.9449, -7.6238, -2.9284)  -0.55
O (-1.6886, -7.8980, -4.0511)  0.18
O (-1.6836, -6.4452, -2.3268)  0.08
F (-3.6069, -8.1948, -0.0748)  0.08
H (-3.2932, -5.9474, -1.1270)  0.15
H (-1.6960, -5.8893, -0.3329)  0.13
H (-1.6333, -8.3577, -0.2216)  0.17

Atomic forces in eV per Å
C -0.1082 -0.0005 0.1599
C 0.0192 -0.0964 0.1006
C -0.0106 -0.0074 0.1540
C 0.1547 -0.1505 -0.0312
C 0.1171 0.4180 -0.4212
C 0.0317 -0.3724 0.0142
C -0.2020 0.1556 0.2011
C 0.0578 -0.3254 -0.1915
C -0.0353 0.1250 0.0565
C 0.2423 -0.0701 -0.1408
C -0.2129 -0.0417 -0.0059
C 0.1786 -0.0978 0.0312
C 0.1322 0.0312 -0.0028
C 0.0537 0.0651 0.1518
C 0.1591 -0.1587 0.0610
Ga -0.2387 -0.0426 0.1905
Cl 0.1216 0.2207 0.0825
O 0.1584 0.0661 -0.3671
C -0.2371 -0.1315 0.0968
C 0.2494 0.1724 -0.1054
C -0.2498 -0.0425 -0.1166
H 0.0637 -0.0107 -0.1255
H 0.1724 0.0820 -0.0184
H -0.1144 0.0247 0.0880
H -0.0383 -0.0168 -0.1390
H 0.0997 -0.1033 0.0396
H -0.0176 0.1277 -0.1214
H -0.1253 -0.0911 0.0179
H -0.0947 0.1519 -0.0093
H -0.0063 -0.1396 0.0850
H -0.1913 0.0512 0.1220
H 0.1802 -0.0374 -0.0796
H 0.0562 -0.0219 0.1604
H -0.1654 0.1654 -0.0681
H 0.0286 -0.0903 -0.1790
H -0.0146 0.0874 0.1056
H 0.1338 0.0472 0.0624
H -0.1800 0.0324 -0.0348
H -0.1184 0.2260 0.0398
H 0.1313 -0.2102 -0.1974
H -0.0314 -0.1186 0.1323
H 0.1013 0.1434 -0.0526
H -0.0494 -0.1772 0.1255
H 0.0861 0.1101 -0.0967
H 0.0891 0.0763 -0.0267
H -0.1338 0.0639 0.0039
H -0.2472 -0.0327 0.1838
H -0.1078 0.0400 -0.1498
H -0.0264 -0.1001 -0.1478
H 0.1109 0.0236 0.0496
H 0.0133 0.1301 0.1101
H -0.1404 -0.0339 -0.0387
H 0.0366 0.0344 -0.0125
H -0.0443 -0.0646 0.0569
H 0.1117 0.0913 0.0575
H -0.0188 -0.0450 0.1634
H 0.0612 0.0143 -0.0992
H -0.0522 0.1397 -0.0564
H 0.2284 -0.0344 0.0456
H 0.0014 -0.0038 0.0880
C 0.1196 0.0093 -0.0317
C -0.2079 0.0909 0.0128
O -0.0900 0.0407 -0.1627
C 0.1175 0.1518 0.0734
O -0.0077 -0.1506 -0.0013
O -0.1227 -0.1441 0.0338
F 0.1313 -0.1075 0.0310
H 0.0234 0.0415 0.0516
H -0.0522 0.0212 -0.0337
H 0.0809 0.0350 0.0278
C 0.0101 0.0292 0.1304
C 0.0099 -0.0724 -0.1733
O 0.1408 -0.1806 -0.0219
C -0.0625 0.1307 0.0449
O 0.0244 -0.0263 0.0103
O -0.1228 -0.0608 -0.0829
F -0.0880 0.0675 0.1147
H 0.0219 0.0564 -0.0148
H 0.0179 -0.0451 -0.0302
H 0.0321 0.0700 0.0385
C -0.1321 -0.1042 0.0461
C -0.0205 0.0290 -0.2688
O -0.1739 0.0967 0.0523
C 0.0649 0.0097 0.0247
O 0.0003 -0.0631 -0.0012
O 0.1363 0.0089 -0.1238
F 0.1245 -0.0620 0.2189
H -0.0323 -0.0532 -0.0006
H -0.0226 0.0784 -0.0088
H -0.0465 -0.1109 0.0331
C -0.0135 -0.1020 0.0603
C -0.0517 0.1561 -0.1613
O -0.1366 0.1675 0.1082
C 0.0356 -0.2069 -0.0868
O -0.0020 0.0165 0.0353
O 0.1184 0.1262 0.0088
F 0.0979 -0.1272 0.0874
H -0.0228 -0.0290 -0.0512
H -0.0139 0.0414 -0.0015
H -0.0237 -0.0848 0.0001
C -0.0961 -0.0606 0.0687
C 0.1669 -0.0020 -0.0273
O 0.1222 -0.1489 -0.0604
C -0.1227 0.0494 0.0730
O -0.0162 0.0070 0.0008
O 0.0473 0.1118 -0.1254
F -0.1483 0.0644 -0.0180
H -0.0030 -0.0012 0.0605
H 0.0690 -0.0224 -0.0497
H -0.0497 0.0103 0.0886

Charge: -1
Lowest unoccupied orbital energy: 1.91 eV
HOMO energy: -5.042 eV